Density functional theory data (the ωB97M-V functional and the def2-TZVPD basis) for the molecule C4H12NPS.

Last column: Löwdin charge in e.
Atoms and positions in Å:
S: 1.421 -2.526 -0.442  -0.021
P: 0.504 -0.581 -0.171  0.493
N: -0.431 -0.285 -1.638  -0.181
C: -1.006 -0.432 0.962  -0.405
C: -1.873 -1.570 0.788  -0.217
C: 1.287 1.885 1.403  -0.136
C: 1.601 0.939 0.171  -0.322
H: 0.394 2.546 1.103  0.095
H: -0.737 -1.247 -1.887  0.028
H: 1.373 1.525 -0.676  0.035
H: -0.026 0.342 -2.355  0.051
H: -0.660 -0.294 1.985  0.085
H: -2.916 -1.376 1.390  0.129
H: -1.334 0.419 0.465  0.045
H: 1.049 1.405 2.320  0.035
H: -1.569 -2.574 1.076  0.060
H: 2.654 0.579 0.173  0.080
H: 2.123 2.561 1.660  0.071
H: -2.200 -1.638 -0.289  0.072

Properties
- Energy relative to the best compared isomer or geometry (same formula, charge and spin): 0.5893 eV
- SMILES: CCP(N)(=S)CC
- Spin multiplicity: 1